Computed, not measured: a molecular structure, C28H42BrN3P2Sr at a distorted geometry, with ωB97M-V with the def2-TZVPD basis set.

The geometry in ORCA input format:
```
! wB97M-V def2-TZVPD RIJCOSX def2/J DEFGRID3
* xyz 2 1
C 3.385 -1.366 2.224
C 3.043 -0.709 1.031
C 3.666 -1.139 -0.157
C 4.568 -2.227 -0.097
N 4.862 -2.861 1.038
C 4.303 -2.442 2.172
C 2.136 0.367 1.017
C 1.585 1.547 1.017
C 1.574 2.933 1.096
C 0.437 3.728 0.952
C 0.500 5.125 1.031
C 1.752 5.726 1.262
C 2.915 4.948 1.409
C 2.819 3.556 1.323
Sr -0.263 0.144 0.852
P -0.415 -2.407 0.598
H 3.456 -0.658 -1.112
H 2.944 -1.073 3.177
H 5.044 -2.573 -1.008
H 4.568 -2.960 3.087
H 3.719 2.941 1.436
H -0.535 3.232 0.773
H 3.868 5.427 1.586
H -0.386 5.732 0.920
C -2.127 -2.897 0.332
C -2.311 -4.271 -0.313
H -2.624 -2.125 -0.290
H -2.620 -2.848 1.311
H -3.386 -4.490 -0.437
H -1.856 -4.324 -1.305
H -1.889 -5.079 0.300
C 0.631 -2.979 -0.774
C 1.207 -4.388 -0.625
H 1.472 -2.266 -0.895
H 0.025 -2.892 -1.682
H 1.825 -4.631 -1.508
H 1.861 -4.474 0.249
H 0.427 -5.159 -0.556
C 0.217 -3.079 2.153
C -0.254 -4.497 2.498
H -0.078 -2.392 2.975
H 1.309 -3.021 2.101
H 0.190 -4.814 3.457
H -1.338 -4.556 2.610
H 0.057 -5.233 1.744
Br 1.870 7.616 1.379
P -0.797 0.965 -1.582
C -1.184 -0.404 -2.708
C -1.995 -0.050 -3.960
H -1.739 -1.169 -2.130
H -0.229 -0.867 -2.979
H -2.176 -0.959 -4.559
H -2.973 0.368 -3.711
H -1.472 0.663 -4.611
C -2.205 2.106 -1.537
C -2.274 3.146 -2.662
H -2.194 2.635 -0.567
H -3.104 1.479 -1.517
H -3.164 3.786 -2.530
H -1.403 3.806 -2.659
H -2.355 2.687 -3.657
C 0.676 1.853 -2.203
C 0.822 1.938 -3.731
H 1.572 1.367 -1.779
H 0.648 2.852 -1.755
H 1.747 2.484 -3.981
H 0.895 0.952 -4.190
H -0.008 2.481 -4.200
N -3.346 2.545 3.378
C -4.256 1.511 2.855
C -3.499 0.715 2.068
N -2.140 1.186 2.054
C -2.096 2.263 2.840
H -3.608 3.273 3.989
H -5.230 1.492 3.100
H -3.799 -0.136 1.521
H -1.266 2.837 3.056
*
```

Calculated values
- ΔE to the lowest compared entry with this formula, charge and spin: 0.0 kcal per mole
- Molar mass: 650.14 g/mol
- Frontier orbital gap: 7.176 eV
- DFT total energy: -123627.3294 eV

Computed, not measured: a molecular structure, C5H8BrN2 at a distorted geometry, with ωB97M-V with the def2-TZVPD basis set.

The geometry in ORCA input format:
```
! wB97M-V def2-TZVPD RIJCOSX def2/J DEFGRID3
* xyz 1 1
C 1.371 -0.888 0.454
C 1.466 -1.073 -0.841
C -0.527 0.728 0.366
C 0.218 -0.232 1.201
C -0.336 -0.661 -1.586
N -0.721 0.513 -0.932
N -1.010 1.779 1.005
Br -1.585 -2.110 -1.166
H 2.106 -1.204 1.212
H 2.232 -1.386 -1.566
H -0.416 -0.947 1.669
H 0.852 0.324 1.904
H -0.264 -0.451 -2.674
H -1.097 1.133 -1.550
H -0.793 1.797 1.980
H -1.496 2.677 0.524
*
```

Calculated values
- ΔE to the lowest compared entry with this formula, charge and spin: 67.5 kcal per mole
- Molar mass: 176.04 g/mol
- Frontier orbital gap: 9.923 eV
- DFT total energy: -78328.6653 eV

Computed, not measured: C3H3NO2 in the gas phase at a distorted geometry, with ωB97M-V with the def2-TZVPD basis set.

The geometry in ORCA input format:
```
! wB97M-V def2-TZVPD RIJCOSX def2/J DEFGRID3
* xyz 0 1
N 2.640 -1.187 -0.246
C 1.600 -0.681 -0.152
C 0.343 -0.010 -0.049
O 0.332 1.380 -0.102
C -0.852 -0.623 -0.026
O -1.985 0.085 -0.035
H 0.619 1.719 0.757
H -0.989 -1.698 -0.003
H -1.708 1.015 -0.144
*
```

Calculated values
- Structure (SMILES): N#C/C(O)=C/O
- ΔE to the lowest compared entry with this formula, charge and spin: 41.3 kcal per mole
- Molar mass: 85.06 g/mol
- Frontier orbital gap: 9.833 eV
- DFT total energy: -8743.3391 eV

Computed, not measured: 2 unconnected molecules or ions with the total composition C5H8O4 at a distorted geometry, with ωB97M-V with the def2-TZVPD basis set.

The geometry in ORCA input format:
```
! wB97M-V def2-TZVPD RIJCOSX def2/J DEFGRID3
* xyz 0 1
O 3.212 -1.458 2.655
C 3.118 -0.544 1.866
O 2.624 -0.744 0.644
C 3.175 0.227 -0.325
C 3.666 1.385 0.532
O 2.634 2.310 0.915
C 2.751 1.943 2.301
C 3.751 0.825 1.956
H 3.993 -0.151 -0.949
H 2.355 0.520 -0.992
H 4.544 1.892 0.112
H 3.190 2.750 2.902
H 1.791 1.632 2.734
H 4.705 0.813 2.488
O 2.585 -2.301 -2.359
H 2.048 -2.961 -2.806
H 2.968 -2.750 -1.567
*
```

Calculated values
- Structure (SMILES): O=C1OC[C@H]2OC[C@@H]12.O
- ΔE to the lowest compared entry with this formula, charge and spin: 36.4 kcal per mole
- Molar mass: 132.12 g/mol
- Frontier orbital gap: 10.935 eV
- DFT total energy: -13503.5024 eV

Computed, not measured: 5 unconnected molecules or ions with the total composition C16H36F6N5O12S6 at a distorted geometry, with ωB97M-V with the def2-TZVPD basis set.

The geometry in ORCA input format:
```
! wB97M-V def2-TZVPD RIJCOSX def2/J DEFGRID3
* xyz -1 1
C 1.280 4.047 -1.946
C 0.655 2.673 -2.110
C -0.858 2.781 -2.276
N -1.640 1.492 -2.264
C -1.120 0.526 -3.259
C -1.603 0.778 -0.880
C -2.942 1.160 -0.234
C -3.635 2.143 -1.162
C -3.107 1.807 -2.558
H 0.660 4.643 -1.266
H 1.306 4.585 -2.898
H 2.303 4.148 -1.598
H 1.010 1.991 -1.329
H 0.997 2.158 -3.009
H -0.962 3.063 -3.332
H -1.386 3.593 -1.778
H -1.158 0.986 -4.249
H -1.708 -0.391 -3.328
H -0.114 0.178 -3.034
H -1.670 -0.265 -1.162
H -0.713 1.177 -0.413
H -3.631 0.317 -0.181
H -2.868 1.671 0.727
H -4.719 2.037 -1.177
H -3.376 3.195 -1.019
H -3.477 0.819 -2.839
H -3.278 2.588 -3.288
C 3.454 -0.962 5.892
C 2.348 -0.461 4.966
C 1.213 -1.496 4.832
N 0.848 -1.819 3.423
C 1.958 -2.544 2.765
C 0.317 -0.628 2.663
C -1.062 -0.305 3.160
C -1.668 -1.692 3.469
C -0.461 -2.612 3.324
H 3.272 -0.884 6.968
H 4.384 -0.394 5.797
H 3.735 -1.987 5.641
H 2.881 -0.431 4.010
H 2.052 0.544 5.253
H 0.346 -1.109 5.363
H 1.602 -2.413 5.268
H 1.789 -3.574 3.108
H 2.959 -2.433 3.176
H 1.943 -2.564 1.681
H 0.255 -0.904 1.605
H 1.096 0.138 2.622
H -1.599 0.317 2.449
H -1.013 0.290 4.078
H -2.447 -1.939 2.752
H -2.004 -1.765 4.500
H -0.414 -3.050 2.322
H -0.375 -3.502 3.954
N 6.036 2.823 -3.782
S 6.293 4.349 -3.672
O 6.616 4.838 -2.343
O 5.423 5.233 -4.402
F 7.675 4.440 -4.456
S 4.523 2.660 -3.122
O 3.448 2.729 -4.066
O 4.352 3.089 -1.784
F 4.660 1.069 -3.064
N -5.946 -3.834 -1.528
S -6.340 -2.367 -1.237
O -5.679 -1.357 -2.031
O -6.594 -2.044 0.135
F -7.815 -2.386 -1.879
S -4.336 -3.777 -1.114
O -3.957 -3.473 0.232
O -3.536 -3.282 -2.205
F -4.055 -5.353 -1.175
N 0.644 -1.353 -0.836
S 0.030 -2.674 -1.199
O 0.639 -3.866 -0.673
O -0.666 -2.675 -2.465
F -1.217 -2.568 -0.132
S 2.185 -1.619 -1.513
O 2.214 -2.101 -2.858
O 3.131 -2.132 -0.563
F 2.618 -0.095 -1.443
*
```

Calculated values
- Molar mass: 796.88 g/mol
- Frontier orbital gap: 7.792 eV
- DFT total energy: -130510.2980 eV

Computed, not measured: C13H20N3O5P in the gas phase at a distorted geometry, with ωB97M-V with the def2-TZVPD basis set.

The geometry in ORCA input format:
```
! wB97M-V def2-TZVPD RIJCOSX def2/J DEFGRID3
* xyz 0 1
C 2.652 0.051 2.773
C 1.621 -1.131 3.172
O 0.679 -1.491 1.855
P -0.794 -0.692 1.911
O -1.493 -0.639 3.231
O -1.361 -1.682 0.792
C -2.027 -2.851 1.140
C -1.171 -3.982 1.398
C -0.770 1.058 1.135
N -0.095 0.928 -0.027
C 1.022 1.906 -0.196
O 1.679 2.364 0.886
N 1.611 2.097 -1.408
C 1.127 1.513 -2.739
C -0.228 1.766 -2.967
C -0.648 1.259 -4.141
C 0.157 1.019 -5.179
C 1.767 0.710 -4.947
C 1.988 1.213 -3.606
C -2.266 1.238 0.805
N -2.792 1.373 2.083
O -2.599 1.533 -0.297
H 3.411 -0.168 1.832
H 3.191 0.251 3.654
H 2.226 1.218 2.399
H 1.125 -0.840 4.078
H 2.121 -2.077 3.273
H -2.741 -2.943 0.452
H -2.615 -2.738 2.085
H -0.339 -3.976 0.505
H -1.524 -4.888 1.487
H -0.589 -3.897 2.144
H -0.240 1.687 1.878
H -0.298 0.494 -0.774
H 2.535 2.328 -1.525
H -0.883 1.848 -2.160
H -1.862 1.204 -4.348
H -0.254 0.653 -6.215
H 2.379 0.623 -5.631
H 2.877 1.232 -3.542
H -3.877 1.281 1.817
H -2.704 1.151 2.917
*
```

Calculated values
- Structure (SMILES): CCOP(=O)(OCC)[C@@H](NC(=O)Nc1ccccc1)C(N)=O
- ΔE to the lowest compared entry with this formula, charge and spin: 286.1 kcal per mole
- Molar mass: 329.29 g/mol
- Frontier orbital gap: 8.938 eV
- DFT total energy: -37793.5480 eV

Computed, not measured: 2 unconnected molecules or ions with the total composition C3H10N3S at a distorted geometry, with ωB97M-V with the def2-TZVPD basis set.

The geometry in ORCA input format:
```
! wB97M-V def2-TZVPD RIJCOSX def2/J DEFGRID3
* xyz 1 1
C 0.655 1.509 0.060
C 0.897 -2.218 0.137
C 1.110 -0.786 0.198
N -0.371 2.217 0.612
N 1.784 1.732 -0.455
N 0.186 0.061 0.005
S -2.899 -0.971 -0.521
H 1.585 -2.554 -0.720
H 1.065 -2.707 1.128
H -0.171 -2.498 -0.120
H 2.160 -0.515 0.301
H -0.233 3.223 0.738
H -0.970 1.671 1.146
H 2.165 2.607 -0.364
H -3.178 0.253 -0.213
H -0.867 -0.212 -0.112
H -2.919 -0.812 -1.820
*
```

Calculated values
- ΔE to the lowest compared entry with this formula, charge and spin: 33.5 kcal per mole
- Molar mass: 120.20 g/mol
- Frontier orbital gap: 10.025 eV
- DFT total energy: -18571.4184 eV

Computed, not measured: 2 unconnected molecules or ions with the total composition C5H12Se at a distorted geometry, with ωB97M-V with the def2-TZVPD basis set.

The geometry in ORCA input format:
```
! wB97M-V def2-TZVPD RIJCOSX def2/J DEFGRID3
* xyz 0 1
C -0.174 -0.214 -2.154
C 0.980 -0.617 1.427
C 0.096 1.789 0.905
C -0.882 -1.269 -1.279
C -0.060 0.427 1.478
Se -2.095 -0.632 0.080
H -0.839 -0.021 -2.994
H 0.071 0.619 -1.398
H 0.830 -0.618 -2.479
H 1.148 -1.106 2.393
H 1.890 -0.020 1.323
H 1.021 -1.435 0.746
H -0.869 2.255 0.898
H 0.690 2.481 1.581
H 0.754 1.708 -0.007
H -0.241 -2.120 -1.076
H -1.653 -1.782 -1.906
H -0.666 0.554 2.463
*
```

Calculated values
- ΔE to the lowest compared entry with this formula, charge and spin: 21.1 kcal per mole
- Molar mass: 151.11 g/mol
- Frontier orbital gap: 7.812 eV
- DFT total energy: -70723.0302 eV

Look up the frontier orbital gap of the third one. 9.833 eV

Which of these has the highest DFT total energy? C3H3NO2